Entry w
This record from the Open Molecules 2025 dataset describes an isolated molecule of C6H9FS. The level of theory is the ωB97M-V functional and the def2-TZVPD basis.

Results
HOMO-LUMO gap = 0.3552 hartree
multiplicity = 1
SMILES = C[C@@H]1SC[C@]2(F)C[C@@H]12

Each atom is followed by the atoms it is bonded to, with distances in Å.
Element x y z (Å)
1 C 0.04 1.69 -1.64  C2 1.579, H7 0.998, H8 1.179, H9 1.123
2 C 0.71 0.80 -0.52  C1 1.579, C6 1.538, H10 1.119, S17 2.021
3 C 0.34 -2.09 0.15  C4 1.525, H11 1.128, H12 1.022, S17 1.991
4 C -0.01 -0.91 1.05  C3 1.525, C5 1.564, C6 1.559, F16 1.558
5 C -0.99 0.06 1.78  C4 1.564, C6 1.675, H13 1.090, H14 1.015
6 C -0.55 0.25 0.17  C2 1.538, C4 1.559, C5 1.675, H15 1.149
7 H -0.50 2.48 -1.34  C1 0.998
8 H 0.94 2.08 -2.28  C1 1.179
9 H -0.58 1.09 -2.36  C1 1.123
10 H 1.49 1.25 0.14  C2 1.119
11 H -0.56 -2.53 -0.36  C3 1.128
12 H 0.99 -2.69 0.68  C3 1.022
13 H -1.98 -0.38 1.82  C5 1.090
14 H -0.62 0.67 2.50  C5 1.015
15 H -1.29 -0.33 -0.48  C6 1.149
16 F 1.23 -0.43 1.88  C4 1.558
17 S 1.33 -1.00 -1.19  C2 2.021, C3 1.991



Entry x
This record from the Open Molecules 2025 dataset describes an isolated molecule of C6H9FS. The level of theory is the ωB97M-V functional and the def2-TZVPD basis.

Results
HOMO-LUMO gap = 0.3429 hartree
multiplicity = 1
SMILES = C=C(SC)/C(F)=C/C

Each atom is followed by the atoms it is bonded to, with distances in Å.
Element x y z (Å)
1 C -2.32 -1.37 -0.57  H7 1.103, H8 1.109, H9 1.090, S17 1.841
2 C -0.90 0.86 0.49  C3 1.346, C4 1.462, S17 1.817
3 C -1.07 2.14 0.11  C2 1.346, H10 1.093, H11 1.092
4 C 0.40 0.19 0.59  C2 1.462, C5 1.343, F16 1.371
5 C 1.53 0.25 -0.13  C4 1.343, C6 1.483, H12 1.114
6 C 2.77 -0.52 0.10  C5 1.483, H13 1.099, H14 1.119, H15 1.066
7 H -3.05 -2.16 -0.32  C1 1.103
8 H -2.58 -0.83 -1.50  C1 1.109
9 H -1.37 -1.87 -0.72  C1 1.090
10 H -1.98 2.74 0.15  C3 1.093
11 H -0.14 2.68 -0.10  C3 1.092
12 H 1.39 0.68 -1.15  C5 1.114
13 H 2.62 -1.13 1.00  C6 1.099
14 H 3.65 0.16 0.25  C6 1.119
15 H 2.97 -1.11 -0.76  C6 1.066
16 F 0.43 -0.55 1.75  C4 1.371
17 S -2.37 -0.16 0.82  C1 1.841, C2 1.817



Structures ranked by computed energy, the most stable listed first: entry x, entry w.



Entry w
This record from the Open Molecules 2025 dataset describes an isolated molecule of C11H12Si. The level of theory is the ωB97M-V functional and the def2-TZVPD basis.

Results
HOMO-LUMO gap (spin up / spin down) = 0.2477 / 0.2707 hartree
multiplicity = 1
SMILES = [SiH3]C1=C(c2ccccc2)C=CC1

Each atom is followed by the atoms it is bonded to, with distances in Å.
Element x y z (Å)
1 C -1.27 -0.37 -3.34  C2 1.383, C3 1.418, H13 1.149
2 C -2.09 0.40 -2.54  C1 1.383, C4 1.360, H14 1.138
3 C -0.13 -0.97 -2.74  C1 1.418, C5 1.364, H15 1.081
4 C -1.78 0.67 -1.25  C2 1.360, C6 1.424, H16 1.119
5 C 0.16 -0.77 -1.42  C3 1.364, C6 1.426, H17 1.116
6 C -0.67 0.05 -0.61  C4 1.424, C5 1.426, C9 1.358
7 C -1.09 1.09 1.70  C8 1.386, C9 1.454, H18 1.114
8 C -0.56 0.87 2.96  C7 1.386, C11 1.486, H19 1.151
9 C -0.35 0.38 0.67  C6 1.358, C7 1.454, C10 1.823
10 C 1.08 -0.29 1.59  C9 1.823, C11 1.497, Si12 1.865
11 C 0.77 0.20 2.97  C8 1.486, C10 1.497, H20 1.219, H21 1.030
12 Si 2.61 -0.86 0.70  C10 1.865, H22 1.511, H23 1.432, H24 1.504
13 H -1.55 -0.58 -4.43  C1 1.149
14 H -3.11 0.77 -2.90  C2 1.138
15 H 0.51 -1.65 -3.28  C3 1.081
16 H -2.42 1.22 -0.52  C4 1.119
17 H 1.07 -1.17 -0.91  C5 1.116
18 H -1.85 1.83 1.34  C7 1.114
19 H -1.12 1.46 3.78  C8 1.151
20 H 1.57 1.09 3.21  C11 1.219
21 H 0.80 -0.46 3.76  C11 1.030
22 H 3.00 -2.31 0.57  Si12 1.511
23 H 3.86 -0.47 1.30  Si12 1.432
24 H 2.57 -0.13 -0.62  Si12 1.504



Entry x
This record from the Open Molecules 2025 dataset describes an isolated molecule of C11H12Si. The level of theory is the ωB97M-V functional and the def2-TZVPD basis.

Results
HOMO-LUMO gap = 0.3248 hartree
multiplicity = 1
SMILES = C=CC#C[SiH](C#CC=C)/C=C/C

Each atom is followed by the atoms it is bonded to, with distances in Å.
Element x y z (Å)
1 C 2.26 -1.14 -0.21  C3 1.241, C7 1.437
2 C -2.95 -1.38 -0.08  C4 1.203, C8 1.395
3 C 1.31 -0.59 -0.78  C1 1.241, Si12 1.853
4 C -2.07 -0.64 -0.45  C2 1.203, Si12 2.221
5 C 4.59 -1.61 0.27  C7 1.365, H13 1.064, H14 1.079
6 C -5.17 -2.31 -0.26  C8 1.358, H15 1.021, H16 1.023
7 C 3.27 -1.94 0.42  C1 1.437, C5 1.365, H17 1.091
8 C -3.90 -2.36 0.21  C2 1.395, C6 1.358, H18 1.127
9 C 0.85 2.41 0.32  C10 1.325, C11 1.555, H19 1.110
10 C -0.06 2.04 -0.57  C9 1.325, Si12 1.978, H20 1.086
11 C 0.97 3.84 0.90  C9 1.555, H21 1.080, H22 1.204, H23 1.075
12 Si -0.25 0.24 -1.36  C3 1.853, C4 2.221, C10 1.978, H24 1.524
13 H 5.30 -2.13 0.88  C5 1.064
14 H 4.70 -0.60 -0.08  C5 1.079
15 H -5.90 -2.93 0.11  C6 1.021
16 H -5.47 -1.47 -0.75  C6 1.023
17 H 2.93 -2.80 1.00  C7 1.091
18 H -3.29 -3.24 0.56  C8 1.127
19 H 1.49 1.59 0.71  C9 1.110
20 H -0.83 2.75 -0.88  C10 1.086
21 H 1.08 3.60 1.95  C11 1.080
22 H -0.04 4.44 0.62  C11 1.204
23 H 1.80 4.13 0.28  C11 1.075
24 H -0.62 0.09 -2.83  Si12 1.524



Structures ranked by computed energy, the most stable listed first: entry w, entry x.



Entry w
This record from the Open Molecules 2025 dataset describes an isolated molecule of ClH2NO. The level of theory is the ωB97M-V functional and the def2-TZVPD basis.

Results
HOMO-LUMO gap = 0.3812 hartree
multiplicity = 1
SMILES = NOCl

Each atom is followed by the atoms it is bonded to, with distances in Å.
Element x y z (Å)
1 N -0.03 0.69 -0.17  O2 1.668, H4 1.021, H5 1.024
2 O 0.01 -0.87 0.43  N1 1.668, Cl3 1.648
3 Cl 0.52 -1.80 -0.82  O2 1.648
4 H -1.03 0.79 0.02  N1 1.021
5 H 0.53 1.18 0.54  N1 1.024



Entry x
This record from the Open Molecules 2025 dataset describes an isolated molecule of ClH2NO. The level of theory is the ωB97M-V functional and the def2-TZVPD basis.

Results
HOMO-LUMO gap (spin up / spin down) = 0.3028 / 0.3011 hartree
multiplicity = 1

Each atom is followed by the atoms it is bonded to, with distances in Å.
Element x y z (Å)
1 N 0.86 -0.58 -0.41  Cl3 2.063, H4 0.944, H5 1.023
2 O -1.76 0.96 0.77  Cl3 1.508
3 Cl -0.95 0.40 -0.38  N1 2.063, O2 1.508
4 H 0.42 -1.05 0.28  N1 0.944
5 H 1.43 0.26 -0.27  N1 1.023



Structures ranked by computed energy, the most stable listed first: entry w, entry x.